Computed, not measured: a structure of composition C11H15AlBiClNO3S at a distorted geometry, with the ωB97M-V functional and the def2-TZVPD basis.

Geometry as XYZ:
```
34
Properties=species:S:1:pos:R:3
C -4.146 -2.832 -0.729
O -4.013 -0.893 -2.611
H 2.263 5.318 -0.595
C 1.950 -0.950 -0.790
H -0.498 1.813 0.901
H 4.453 2.412 -0.967
H -6.209 -2.705 -1.190
H 1.562 -1.853 -0.211
C 4.179 2.378 0.109
H 2.512 -0.208 -0.169
H 4.436 1.389 0.492
S -3.747 -1.164 -1.221
Cl 1.697 2.428 -1.898
Al 2.242 2.843 0.334
C 2.151 4.879 0.420
H -4.602 -6.506 0.447
C -4.448 -5.456 0.115
H -6.611 -5.083 -0.256
C -5.423 -3.375 -0.762
C 0.360 1.235 0.472
C -5.589 -4.689 -0.294
H 4.876 3.066 0.615
C -3.157 -4.887 0.077
O -0.635 -2.873 0.182
H 2.953 5.354 1.017
O -4.258 -0.237 -0.225
H 2.441 -1.222 -1.731
Bi -0.049 0.103 -1.424
H 1.031 0.620 1.161
H -2.237 -5.477 0.256
C -3.025 -3.490 -0.246
N -2.086 -1.477 -0.965
C -1.773 -2.603 -0.264
H 1.197 5.279 0.842
```

## Properties
E_HOMO ... -4.7048 eV
Energy ... -55078.45254 eV
Kohn-Sham gap ... 7.26 eV
Total charge ... -1
LUMO energy ... 2.56 eV
Energy above the lowest of the compared OMol25 structures with the same formula, charge and spin ... 104.93 kJ/mol

=====

Computed, not measured: a structure of composition C11H15Br34InOP at a distorted geometry, with the ωB97M-V functional and the def2-TZVPD basis.

Geometry as XYZ:
```
63
Properties=species:S:1:pos:R:3
Br 5.008 6.382 -0.315
C 2.763 5.337 -3.424
Br 3.982 -2.744 -3.760
H -9.231 -5.012 1.458
H -1.129 0.178 -4.650
H -10.240 -0.053 2.310
Br -11.388 2.102 2.011
C -10.932 0.477 2.925
H 1.493 -0.531 -5.800
Br -9.517 -2.598 1.101
Br 7.269 -1.296 1.643
Br 8.608 -0.982 -4.532
O -0.805 -2.053 -1.777
C 5.908 -1.537 2.975
Br -2.424 -3.449 7.856
H -3.604 0.008 3.949
Br 4.020 -3.405 -0.660
Br -7.707 -4.148 3.181
H 1.292 0.988 -3.353
Br -0.978 -1.351 9.737
C -8.531 -4.209 1.451
Br 11.781 -0.972 -4.386
C -0.764 -2.917 8.648
Br -3.597 0.061 -1.572
In 0.554 -0.306 -4.318
Br -0.078 -4.157 -3.938
Br 1.686 6.239 -2.112
Br 6.660 -3.726 -2.369
Br -12.470 -0.648 3.168
Br 0.047 -4.356 9.630
Br -4.348 -2.230 4.622
Br 4.718 8.772 -2.372
H 6.128 -0.879 3.784
H 6.205 8.525 -0.430
Br 4.182 -1.063 2.293
C -3.456 -0.546 4.849
H 3.777 5.616 -3.229
Br -10.051 0.827 4.592
C -3.094 -1.580 -0.723
Br -0.778 3.074 -6.314
Br -2.590 5.437 -5.177
Br 2.620 3.426 -3.273
C 4.737 -3.836 -2.385
Br -1.559 -0.761 5.071
C 10.147 -1.486 -3.512
H -2.811 2.991 -4.968
Br 10.063 -0.793 -1.722
H -0.487 -1.455 -1.174
H 4.478 -4.848 -2.598
P 0.543 -2.330 -2.760
Br -4.222 0.471 6.287
H 10.149 -2.550 -3.439
Br 4.154 9.256 0.715
Br 2.342 5.941 -5.201
H -0.101 -2.661 7.852
C 5.180 8.273 -0.577
Br -2.047 -1.263 0.857
Br -1.161 3.417 -3.195
H -2.460 -2.108 -1.407
Br -4.625 -2.692 -0.351
C -1.961 3.632 -4.920
Br 5.919 -3.328 3.671
Br -7.266 -4.573 0.055
```

## Properties
E_HOMO ... -4.3324 eV
Energy ... -2409601.59219 eV
Kohn-Sham gap ... 5.42 eV
Total charge ... -1
LUMO energy ... 1.09 eV

=====

Computed, not measured: a structure of composition C11H15ClNO4RhSr at a distorted geometry, with the ωB97M-V functional and the def2-TZVPD basis.

Geometry as XYZ:
```
34
Properties=species:S:1:pos:R:3
H 2.095 1.194 -5.621
Sr 0.174 0.371 -2.901
O 0.683 0.488 7.162
H 0.437 -2.353 -2.228
H 0.562 -2.417 2.284
O 0.352 0.688 -0.068
H 0.955 -2.591 4.715
Cl -2.244 2.619 0.987
H 0.660 1.677 5.083
H -3.726 -0.395 -1.942
C 0.416 -0.217 2.272
H -1.290 -0.715 -5.351
C 2.324 1.182 -4.550
H -0.209 0.562 -6.060
C -3.107 0.521 -1.937
C 0.819 -1.623 4.237
O 0.786 -1.704 7.037
H 0.309 1.895 2.677
H 2.928 2.069 -4.325
C 0.824 -0.466 5.058
H 2.232 -1.972 -1.928
N 0.726 -0.578 6.488
C -0.107 -0.095 0.857
H -2.573 0.716 -2.902
H 2.918 0.287 -4.326
Rh -2.152 0.698 -0.275
C 0.482 0.906 3.093
O -1.173 -0.788 0.559
H -1.943 0.925 -5.726
C 1.381 -1.931 -2.645
C 0.663 0.790 4.478
C 0.602 -1.493 2.864
C -1.061 0.364 -5.394
H -3.745 1.387 -1.674
```

## Properties
E_HOMO (spin up / spin down) ... 0.1036 / 0.1363 eV
Energy ... -37687.38163 eV
Kohn-Sham gap (spin up / spin down) ... 2.38 / 2.35 eV
Total charge ... -2
LUMO energy (spin up / spin down) ... 2.49 / 2.49 eV
2S+1 ... 5
Energy above the lowest of the compared OMol25 structures with the same formula, charge and spin ... 269.77 kJ/mol

=====

Computed, not measured: a structure of composition C11H15ClNO4RhSr at a distorted geometry, with the ωB97M-V functional and the def2-TZVPD basis.

Geometry as XYZ:
```
34
Properties=species:S:1:pos:R:3
H -5.741 -0.262 -1.074
Cl -0.601 -2.898 -1.460
H 3.164 -2.660 4.114
H -5.528 1.489 -0.882
C -1.116 1.339 -1.978
C 1.836 -1.596 2.762
C 3.063 0.730 3.721
H -6.472 0.851 -2.250
C 2.840 -1.695 3.728
C -5.589 0.677 -1.620
H 1.378 -1.484 -2.618
H 0.834 0.157 -3.258
O 5.012 0.440 5.614
C 2.067 0.816 2.756
C 1.453 -0.338 2.247
O 0.322 0.827 0.422
C -3.381 0.806 -5.687
H -1.601 2.067 -1.273
C 1.041 -0.462 -2.371
O 4.829 -1.737 5.636
H 1.762 1.788 2.379
C 3.460 -0.526 4.213
H 3.559 1.615 4.103
H -0.266 1.821 -2.499
H -2.738 1.654 -5.986
H -2.987 -0.104 -6.168
Sr -3.460 0.873 -3.089
N 4.484 -0.617 5.200
O -0.224 -1.293 0.843
H 1.367 -2.518 2.404
H -4.397 0.990 -6.082
C 0.431 -0.233 1.116
H 1.769 0.047 -1.711
Rh -0.570 -0.564 -1.251
```

## Properties
E_HOMO (spin up / spin down) ... 0.1394 / -2.6797 eV
Energy ... -37690.17762 eV
Kohn-Sham gap (spin up / spin down) ... 3.68 / 5.98 eV
Total charge ... -2
LUMO energy (spin up / spin down) ... 3.82 / 3.30 eV
2S+1 ... 5
Energy above the lowest of the compared OMol25 structures with the same formula, charge and spin ... 0.00 kJ/mol